[1]
# C30H38BHfN7S3

A molecular structure, C30H38BHfN7S3 (ωB97M-V with the def2-TZVPD basis set, OMol25).

Structure (ORCA input):
```
! wB97M-V def2-TZVPD RIJCOSX def2/J DEFGRID3
* xyz 2 1
Hf 0.49890 -0.28876 -0.49033
C 2.63139 1.48137 3.03353
C 1.25278 1.40882 3.67166
C 1.16177 2.45936 4.77603
C 1.01415 -0.00209 4.20337
N 0.10823 1.69453 2.69670
C -1.17854 1.75207 3.17715
C -2.00293 1.98764 2.13346
N -1.23384 2.07561 1.00082
B -2.00251 2.20836 -0.36089
N -2.81055 0.90738 -0.66471
C -3.87576 1.00892 -1.53279
C -4.40589 -0.22110 -1.68829
N -3.66311 -1.09559 -0.92103
C -2.69733 -0.38353 -0.31009
S -1.48853 -1.06879 0.77083
C -3.95582 -2.58514 -0.81435
C -2.78761 -3.36639 -1.40963
C -4.21664 -2.93011 0.64837
C -5.21276 -2.89037 -1.62418
N -1.11676 2.64183 -1.56490
C -0.84368 3.98453 -1.70157
C -0.04106 4.13665 -2.77061
N 0.18647 2.88711 -3.31244
C -0.46038 1.98624 -2.54524
S -0.44981 0.24176 -2.76393
C 1.05621 2.79416 -4.56895
C 1.09120 1.41455 -5.20866
C 0.46358 3.77456 -5.58100
C 2.46289 3.20317 -4.14459
C 0.05403 1.89028 1.36126
S 1.39931 1.89464 0.22864
H 3.34286 1.31591 3.84285
H 2.84619 2.45787 2.60286
H 2.79559 0.70739 2.28746
H 1.97090 2.28429 5.48406
H 0.22884 2.41180 5.33503
H 1.27829 3.46410 4.36952
H 1.81128 -0.25254 4.90289
H 1.03841 -0.73110 3.38991
H 0.06682 -0.09448 4.73391
H -1.40336 1.63996 4.22111
H -3.07129 2.11356 2.10860
H -2.80293 3.08323 -0.20222
H -4.18239 1.95521 -1.94233
H -5.25675 -0.53533 -2.25953
H -1.87603 -3.26326 -0.82666
H -2.60231 -3.05610 -2.43934
H -3.05091 -4.42375 -1.42158
H -3.34181 -2.79113 1.27973
H -4.49986 -3.98075 0.70743
H -5.04093 -2.33660 1.04480
H -5.08373 -2.68172 -2.68646
H -6.08861 -2.36250 -1.24695
H -5.40901 -3.95656 -1.52487
H -1.26784 4.71827 -1.03946
H 0.36627 5.02878 -3.20693
H 0.10170 1.05021 -5.47874
H 1.59813 0.67296 -4.59848
H 1.66169 1.52663 -6.13070
H -0.56437 3.50678 -5.82622
H 1.05455 3.72342 -6.49439
H 0.48752 4.80851 -5.24194
H 2.85776 2.51657 -3.39391
H 2.49641 4.21601 -3.74419
H 3.11896 3.16809 -5.01369
N 6.25207 -6.66712 4.73520
C 5.63068 -5.95990 4.07839
C 4.85448 -5.06779 3.25772
C 3.47930 -4.97038 3.46262
C 2.73348 -4.11039 2.68148
C 3.36334 -3.34648 1.69443
C 4.74187 -3.45069 1.48954
C 5.48605 -4.31232 2.27172
C 2.58606 -2.45648 0.89700
C 1.90930 -1.69510 0.21881
H 3.00783 -5.57088 4.22772
H 1.66441 -4.03035 2.82432
H 5.22083 -2.86149 0.72003
H 6.55285 -4.40606 2.12577
*
```

Output
relative energy (zero: lowest compared OMol25 entry of this formula, charge and spin)	10.3	kcal/mol
Kohn-Sham gap	7.23	eV
LUMO level	-6.36	eV

[2]
# C30H38GeN5O3RuS2

A molecular structure, C30H38GeN5O3RuS2 at a distorted geometry (ωB97M-V with the def2-TZVPD basis set, OMol25).

Structure (ORCA input):
```
! wB97M-V def2-TZVPD RIJCOSX def2/J DEFGRID3
* xyz 2 6
Ru 1.23942 0.55788 -0.62084
C 1.36202 -5.26832 1.73196
C 1.96612 -4.10672 1.00166
C 2.83282 -3.22102 1.65906
C 3.41062 -2.15562 0.96646
C 3.12482 -1.97922 -0.38994
C 2.27622 -2.85962 -1.06224
C 1.70062 -3.92362 -0.36454
S 3.90032 -0.59432 -1.26384
O 3.52302 -0.81362 -2.65844
O 5.31602 -0.79352 -0.96564
O 3.27492 0.55788 -0.62084
H 1.43712 -5.13982 2.81686
H 1.87802 -6.19342 1.45676
H 0.29912 -5.36362 1.48676
H 3.06572 -3.35092 2.71226
H 4.08222 -1.46032 1.46356
H 2.07082 -2.71432 -2.11934
H 1.04442 -4.60802 -0.89564
Ge -0.31628 -1.61462 -0.62084
C -1.60558 -1.49702 0.80376
C -2.51168 -0.42962 0.85776
C -3.44448 -0.35392 1.89736
C -3.47408 -1.34292 2.88516
C -2.56998 -2.40822 2.83466
C -1.63628 -2.48562 1.79616
C -1.19688 -1.78972 -2.32364
C -2.03368 -0.77192 -2.80054
C -2.66878 -0.90942 -4.03914
C -2.46938 -2.06252 -4.80424
C -1.63358 -3.07882 -4.33164
C -0.99748 -2.94322 -3.09344
H 0.55792 -2.87372 -0.38874
H -2.49618 0.34318 0.10216
H -4.14338 0.47158 1.93766
H -4.19618 -1.28342 3.68916
H -2.59258 -3.17342 3.59976
H -0.94018 -3.31412 1.76476
H -2.19278 0.12588 -2.21994
H -3.31448 -0.12212 -4.40604
H -2.96118 -2.16792 -5.76264
H -1.47878 -3.97112 -4.92444
H -0.35228 -3.73522 -2.73524
C -0.36228 4.43678 -4.13304
C -0.15058 2.93728 -4.14824
N 0.29922 2.51138 -2.85134
C -0.18318 2.98908 -1.67554
N 0.01192 2.27208 -0.62084
C -0.50778 2.78348 0.64746
C -0.58118 4.29888 0.67306
C -1.39158 4.76018 -0.52274
N -0.80298 4.21328 -1.73664
C -1.30118 4.76998 -2.98804
H -0.78008 4.77758 -5.08604
H 0.59712 4.94928 -3.98834
H 0.59582 2.67088 -4.90354
H -1.08018 2.41698 -4.40564
H 0.63012 1.55718 -2.76964
H 0.14962 2.44398 1.45526
H -1.49498 2.34408 0.83286
H 0.43052 4.72108 0.62576
H -1.04068 4.64448 1.60506
H -1.39518 5.85558 -0.55734
H -2.43238 4.42598 -0.43364
H -1.39598 5.85948 -2.91114
H -2.30218 4.36898 -3.18944
C 3.00352 1.22828 4.61646
N 1.65432 0.71558 4.59856
C 0.90572 0.43108 5.72406
C -0.29508 -0.02532 5.34386
N -0.34508 -0.04422 3.97356
C 0.87662 0.42008 3.45806
S 1.23942 0.55788 1.85256
H 3.35342 1.36158 5.64396
H 3.02712 2.18858 4.09316
H 3.65892 0.52568 4.09366
H 1.28672 0.57588 6.72346
H -1.12798 -0.34182 5.95236
H -1.12518 -0.34072 3.40446
H 1.23942 0.55788 -2.44854
*
```

Output
Kohn-Sham gap (spin up / spin down)	6.11 / 5.13	eV
LUMO level (spin up / spin down)	-7.04 / -8.90	eV

[3]
# C30H38O6S4SbSe2SiW

A molecular structure, C30H38O6S4SbSe2SiW at a distorted geometry (ωB97M-V with the def2-TZVPD basis set, OMol25).

Structure (ORCA input):
```
! wB97M-V def2-TZVPD RIJCOSX def2/J DEFGRID3
* xyz -1 1
W 1.49724 -0.95499 0.82181
C -6.14113 -0.55160 3.14898
O -5.11940 -0.42690 2.17303
C -3.84914 -0.70907 2.55728
C -3.51867 -0.99236 3.90154
C -2.21175 -1.27361 4.19928
C -1.21057 -1.28012 3.21657
C 0.12362 -1.66100 3.52367
C 0.56728 -2.15356 4.86328
O 0.99647 -1.62826 2.67293
C -1.54975 -0.97895 1.86186
O -0.70061 -0.97700 0.90431
C -2.89598 -0.69153 1.56738
H -7.07889 -0.38652 2.62779
H -6.03416 0.19506 3.93994
H -6.14717 -1.54928 3.59405
H -4.26625 -0.98743 4.68305
H -1.94138 -1.49057 5.22762
H -0.08101 -2.95630 5.22196
H 0.52883 -1.32584 5.57966
H 1.59006 -2.51003 4.77117
H -3.17439 -0.45205 0.54750
O 2.27280 4.58903 3.74285
C 3.12269 4.32901 2.62119
C 2.75719 2.98219 1.99396
C 3.81673 2.81471 0.90257
O 3.48133 1.81417 -0.02774
C 1.34200 3.02822 1.45042
Se 0.37014 1.33882 1.14594
C 2.79033 1.90171 3.06754
Se 3.20057 0.07161 2.52780
H 2.56914 5.39186 4.17286
H 4.17339 4.29674 2.93415
H 3.01473 5.11752 1.86772
H 4.77228 2.58761 1.39240
H 3.90891 3.77548 0.36975
H 4.22093 1.67758 -0.62040
H 1.29473 3.59230 0.51526
H 0.69819 3.48976 2.19446
H 1.83809 1.87556 3.59083
H 3.58245 2.11127 3.78886
S 3.80800 -3.44886 2.88454
Sb 3.22076 -3.40820 0.69211
S 3.63903 -1.26409 -0.31314
S 0.85617 -3.33980 0.50338
S 4.10718 -5.00126 -0.64559
C 0.70844 -3.05404 -3.54586
C 0.85348 -1.53888 -3.74586
C 0.15260 -1.12220 -5.05364
C 2.34374 -1.19567 -3.86068
Si 0.02908 -0.63872 -2.31307
O 0.95808 -0.82363 -0.94354
C 0.06020 1.22334 -2.57323
C 1.31160 1.83869 -2.45472
C 1.45900 3.21553 -2.56685
C 0.34817 4.01629 -2.80219
C -0.90803 3.43188 -2.90732
C -1.04812 2.05206 -2.78783
C -1.72871 -1.29794 -2.23431
C -2.12182 -2.32575 -1.36948
C -3.42052 -2.82292 -1.38108
C -4.36333 -2.30543 -2.26237
C -3.99103 -1.30775 -3.15316
C -2.68802 -0.81916 -3.14281
H 1.13580 -3.58005 -4.41173
H -0.33971 -3.35634 -3.44860
H 1.24360 -3.39589 -2.65419
H 0.65413 -1.60321 -5.90443
H 0.19074 -0.03605 -5.21020
H -0.89904 -1.43155 -5.07093
H 2.77542 -1.73763 -4.71519
H 2.89425 -1.49027 -2.96615
H 2.50572 -0.12453 -4.03005
H 2.17909 1.22641 -2.24440
H 2.43965 3.66582 -2.45369
H 0.45886 5.09228 -2.88869
H -1.78333 4.05145 -3.06939
H -2.04466 1.62878 -2.82976
H -1.40425 -2.74505 -0.67643
H -3.69603 -3.61294 -0.69051
H -5.37980 -2.68289 -2.26040
H -4.71194 -0.91112 -3.85976
H -2.41431 -0.06400 -3.87392
*
```

Output
relative energy (zero: lowest compared OMol25 entry of this formula, charge and spin)	35.2	kcal/mol
Kohn-Sham gap	5.40	eV
LUMO level	0.92	eV

Number 1: calculated total energy -2816.3651 Eh. Number 2: calculated total energy -4632.9034 Eh. Number 3: calculated total energy -8610.0586 Eh.